No. 1
The following is a quantum chemistry calculation of a 2-piece molecular cluster, C5H7N overall, from OMol25.

ORCA input file:
```
! RIJCOSX wB97M-V def2-TZVPD def2/J DEFGRID3
* xyz 0 1
H -1.18 -1.92 1.15
H 1.08 -0.65 -1.29
C -0.62 -1.03 1.52
C -1.31 0.45 -1.02
H -1.37 -0.56 2.20
C -0.22 0.73 -0.28
H -0.28 1.49 0.50
H 1.68 1.01 -1.22
C 1.16 0.23 -0.64
H -1.26 -0.24 -1.86
N 2.75 -0.33 1.37
H -2.26 0.95 -0.85
C 2.01 -0.10 0.51
*
```

Output
Energy above the lowest of the compared OMol25 structures with the same formula, charge and spin   129.88 kcal per mole
Maximum force   1.101 eV/Å
Molar mass   81.12 g mol⁻¹
Highest occupied orbital energy (spin up / spin down)   -9.1 / -9.1 eV

Charges per atom according to natural (NBO) partitioning, unit e: atom 1 (H): 0.089, atom 2 (H): 0.252, atom 3 (C): -0.221, atom 4 (C): -0.381, atom 5 (H): 0.089, atom 6 (C): -0.150, atom 7 (H): 0.225, atom 8 (H): 0.256, atom 9 (C): -0.552, atom 10 (H): 0.199, atom 11 (N): -0.328, atom 12 (H): 0.213, atom 13 (C): 0.308



No. 2
The following is a quantum chemistry calculation of one molecule with the formula C5H7N, from OMol25.

ORCA input file:
```
! RIJCOSX wB97M-V def2-TZVPD def2/J DEFGRID3
* xyz 0 1
H 0.85 2.51 -1.24
C -0.79 0.11 0.30
C -0.66 1.26 -0.36
C 0.14 2.53 -0.50
N 0.49 -1.97 0.74
H 0.22 -3.85 0.25
H 0.72 2.61 0.40
H 1.35 -0.03 0.88
C -0.05 -2.87 -0.04
H -1.63 -0.55 0.23
C 0.40 -0.63 0.72
H -0.71 -2.62 -0.85
H -0.32 3.50 -0.53
*
```

Output
Energy above the lowest of the compared OMol25 structures with the same formula, charge and spin   122.21 kcal per mole
Maximum force   3.170 eV/Å
Molar mass   81.12 g mol⁻¹
Highest occupied orbital energy (spin up / spin down)   -7.0 / -8.0 eV

Charges per atom according to natural (NBO) partitioning, unit e: atom 1 (H): 0.235, atom 2 (C): -0.406, atom 3 (C): 0.186, atom 4 (C): -0.722, atom 5 (N): -0.415, atom 6 (H): 0.182, atom 7 (H): 0.216, atom 8 (H): 0.186, atom 9 (C): -0.119, atom 10 (H): 0.216, atom 11 (C): 0.034, atom 12 (H): 0.161, atom 13 (H): 0.245



No. 3
The following is a quantum chemistry calculation of a 2-piece molecular cluster, C5H7N overall, from OMol25.

ORCA input file:
```
! RIJCOSX wB97M-V def2-TZVPD def2/J DEFGRID3
* xyz 0 1
H 1.39 1.43 1.60
C -1.65 0.52 0.43
H -2.28 -0.32 0.78
H 2.50 2.09 0.49
H 2.66 0.41 1.05
H -1.71 -2.25 -2.55
C 0.91 0.60 -0.17
C -1.36 -2.65 -1.56
C 1.93 1.20 0.74
H 1.38 0.08 -0.96
H -2.15 1.45 0.52
C -0.36 0.53 0.12
N -1.25 -3.07 -0.49
*
```

Output
Energy above the lowest of the compared OMol25 structures with the same formula, charge and spin   76.99 kcal per mole
Maximum force   2.174 eV/Å
SMILES   C=C=CC.C#N
Molar mass   81.12 g mol⁻¹
Highest occupied orbital energy   -8.9 eV

Charges per atom according to natural (NBO) partitioning, unit e: atom 1 (H): 0.213, atom 2 (C): -0.509, atom 3 (H): 0.229, atom 4 (H): 0.222, atom 5 (H): 0.209, atom 6 (H): 0.248, atom 7 (C): -0.291, atom 8 (C): 0.064, atom 9 (C): -0.624, atom 10 (H): 0.219, atom 11 (H): 0.215, atom 12 (C): 0.117, atom 13 (N): -0.312



No. 4
The following is a quantum chemistry calculation of one molecule with the formula C5H7N, from OMol25.

ORCA input file:
```
! RIJCOSX wB97M-V def2-TZVPD def2/J DEFGRID3
* xyz 0 1
H -2.30 0.24 -1.02
H -2.41 -0.70 0.51
N -0.51 -0.14 0.19
C -1.79 -0.47 -0.35
H -1.61 -1.39 -0.93
C 1.73 -0.31 -0.61
C -0.02 1.12 0.62
H 0.73 1.00 1.41
H 0.11 0.52 -1.75
H 3.67 -1.37 -0.09
C 0.46 0.40 -0.71
C 2.75 -0.89 -0.34
H -0.71 1.95 0.89
*
```

Output
Energy above the lowest of the compared OMol25 structures with the same formula, charge and spin   93.30 kcal per mole
Maximum force   1.387 eV/Å
SMILES   C#C[C@@H]1CN1C
Molar mass   81.12 g mol⁻¹
Highest occupied orbital energy   -8.7 eV

Charges per atom according to natural (NBO) partitioning, unit e: atom 1 (H): 0.166, atom 2 (H): 0.207, atom 3 (N): -0.414, atom 4 (C): -0.414, atom 5 (H): 0.208, atom 6 (C): -0.005, atom 7 (C): -0.219, atom 8 (H): 0.205, atom 9 (H): 0.226, atom 10 (H): 0.237, atom 11 (C): -0.162, atom 12 (C): -0.247, atom 13 (H): 0.211



No. 5
The following is a quantum chemistry calculation of one molecule with the formula C5H7N, from OMol25.

ORCA input file:
```
! RIJCOSX wB97M-V def2-TZVPD def2/J DEFGRID3
* xyz 0 1
H -0.13 0.19 2.53
C -0.46 0.97 -0.21
H -1.16 -1.05 1.80
H -0.99 1.83 0.19
H 0.60 -0.60 -2.83
H 0.54 -1.41 2.11
H 1.33 0.05 0.36
C 0.21 -0.15 0.42
C 0.73 -1.09 -0.66
C -0.15 -0.62 1.80
N -0.31 0.80 -1.51
C 0.42 -0.37 -1.79
H -0.64 1.47 -2.20
*
```

Output
Energy above the lowest of the compared OMol25 structures with the same formula, charge and spin   83.78 kcal per mole
Maximum force   0.677 eV/Å
Molar mass   81.12 g mol⁻¹
Highest occupied orbital energy   -7.8 eV

Charges per atom according to natural (NBO) partitioning, unit e: atom 1 (H): 0.203, atom 2 (C): 0.049, atom 3 (H): 0.214, atom 4 (H): 0.213, atom 5 (H): 0.205, atom 6 (H): 0.235, atom 7 (H): 0.346, atom 8 (C): -0.398, atom 9 (C): -0.232, atom 10 (C): -0.594, atom 11 (N): -0.432, atom 12 (C): -0.225, atom 13 (H): 0.416



No. 6
The following is a quantum chemistry calculation of one molecule with the formula C5H7N, from OMol25.

ORCA input file:
```
! RIJCOSX wB97M-V def2-TZVPD def2/J DEFGRID3
* xyz 0 1
H 1.36 0.24 -1.57
H -1.40 -1.81 -0.15
C -1.99 0.18 0.32
H 0.16 1.70 -0.08
C -1.10 -0.78 -0.35
H 2.43 -0.46 -0.28
H -1.14 -0.63 -1.43
H 1.10 1.22 1.39
C 0.28 -0.49 0.24
H 0.52 -1.13 1.09
C 1.48 -0.01 -0.52
N -2.46 1.05 0.92
C 0.75 0.92 0.41
*
```

Output
Energy above the lowest of the compared OMol25 structures with the same formula, charge and spin   29.66 kcal per mole
Maximum force   1.078 eV/Å
SMILES   N#CCC1CC1
Molar mass   81.12 g mol⁻¹
Highest occupied orbital energy   -10.8 eV

Charges per atom according to natural (NBO) partitioning, unit e: atom 1 (H): 0.214, atom 2 (H): 0.253, atom 3 (C): 0.292, atom 4 (H): 0.222, atom 5 (C): -0.511, atom 6 (H): 0.220, atom 7 (H): 0.248, atom 8 (H): 0.225, atom 9 (C): -0.227, atom 10 (H): 0.220, atom 11 (C): -0.410, atom 12 (N): -0.337, atom 13 (C): -0.411



No. 7
The following is a quantum chemistry calculation of one molecule with the formula C5H7N, from OMol25.

ORCA input file:
```
! RIJCOSX wB97M-V def2-TZVPD def2/J DEFGRID3
* xyz 0 1
C 0.65 -0.24 0.17
H -1.33 -0.91 -0.44
C 1.68 -0.43 -0.83
H 0.99 1.91 0.74
H 1.65 -1.12 -1.62
C 0.18 1.22 0.54
H -0.20 -2.11 0.32
H -1.14 -1.04 1.33
H -0.42 1.62 -0.19
C -0.52 -1.09 0.41
H -0.42 1.21 1.35
N 2.74 0.25 -0.39
C 2.05 -0.36 0.88
*
```

Output
Energy above the lowest of the compared OMol25 structures with the same formula, charge and spin   126.87 kcal per mole
Maximum force   4.695 eV/Å
SMILES   CC1(C)C2=N[C@@H]21
Molar mass   81.12 g mol⁻¹
Highest occupied orbital energy   -9.2 eV

Charges per atom according to natural (NBO) partitioning, unit e: atom 1 (C): -0.212, atom 2 (H): 0.217, atom 3 (C): 0.054, atom 4 (H): 0.220, atom 5 (H): 0.190, atom 6 (C): -0.564, atom 7 (H): 0.216, atom 8 (H): 0.239, atom 9 (H): 0.209, atom 10 (C): -0.619, atom 11 (H): 0.206, atom 12 (N): -0.342, atom 13 (C): 0.186



No. 8
The following is a quantum chemistry calculation of a 2-piece molecular cluster, C5H7N overall, from OMol25.

ORCA input file:
```
! RIJCOSX wB97M-V def2-TZVPD def2/J DEFGRID3
* xyz 0 1
H -2.51 -1.30 -0.08
C -2.90 0.93 0.09
H 2.55 -0.36 0.50
C 2.10 0.38 -0.18
H -3.07 1.99 0.15
H 2.62 1.32 -0.09
C 0.62 0.64 0.18
N 0.02 -1.73 -0.36
H 0.30 1.39 0.89
C -2.73 -0.25 0.01
C 0.15 -0.57 0.02
H 2.22 -0.02 -1.20
H 0.66 -2.39 0.07
*
```

Output
Energy above the lowest of the compared OMol25 structures with the same formula, charge and spin   104.11 kcal per mole
Maximum force   1.033 eV/Å
SMILES   CC=C=N.C#C
Molar mass   81.12 g mol⁻¹
Highest occupied orbital energy   -8.6 eV

Charges per atom according to natural (NBO) partitioning, unit e: atom 1 (H): 0.250, atom 2 (C): -0.245, atom 3 (H): 0.190, atom 4 (C): -0.590, atom 5 (H): 0.236, atom 6 (H): 0.218, atom 7 (C): -0.456, atom 8 (N): -0.696, atom 9 (H): 0.248, atom 10 (C): -0.238, atom 11 (C): 0.484, atom 12 (H): 0.220, atom 13 (H): 0.380